The following is a DFT calculation (ωB97M-V with the def2-TZVPD basis set) of C21H25NO4 in the gas phase.

Calculated values
**HOMO level**: -8.1248 eV
**Largest force on an atom**: 0.70 eV Å⁻¹
**LUMO energy**: 0.80 eV
**Energy above the lowest of the compared OMol25 structures with the same formula, charge and spin**: 1.2040 eV
**E_tot**: -31863.0897 eV
**SMILES**: CCOc1ccc(CCN2C(=O)[C@@H]3[C@H](C2=O)[C@H]2C=C[C@@H]3C2)cc1OCC
**HOMO-LUMO gap**: 8.93 eV

Last column: Mulliken charge in e.
Geometry (Å):
C -2.2138 -3.0873 -1.0693  -0.9083
C -3.2440 -1.9609 -1.0806  -0.6351
O -2.9330 -0.9210 -0.1783  -0.3549
C -1.9880 0.0200 -0.5038  0.9668
C -1.2964 0.0404 -1.7078  -0.5654
C -0.3295 0.9947 -1.9730  -0.9084
C -0.0302 1.9731 -1.0400  0.4312
C 1.0373 2.9950 -1.3177  -1.4301
C 2.1526 2.9770 -0.2665  -1.0042
N 2.6191 1.6347 0.0240  0.2455
C 2.6653 1.1517 1.3184  0.0329
O 2.3381 1.7814 2.2889  -0.6496
C 3.2004 -0.2621 1.2709  -0.0132
C 3.4225 -0.5481 -0.2157  0.1401
C 3.0525 0.7367 -0.9274  -0.1597
O 3.1282 0.9615 -2.1071  -0.6320
C 2.4181 -1.7002 -0.5024  0.1606
C 2.9732 -2.8819 0.2560  -0.8802
C 2.7994 -2.6430 1.5497  -0.8236
C 2.1201 -1.3016 1.6776  0.2200
C 1.2531 -1.3131 0.4148  0.1639
C -0.7374 1.9760 0.1532  -0.0902
C -1.7107 1.0263 0.4442  0.1741
O -2.2603 1.1480 1.6876  -0.5176
C -3.5931 0.7450 1.9462  -0.3031
C -4.6098 1.5055 1.1022  -1.0410
H -1.2435 -2.7353 -1.4105  0.1819
H -2.1040 -3.4740 -0.0590  0.2996
H -2.5465 -3.8915 -1.7200  0.4249
H -3.3868 -1.5689 -2.0950  0.3612
H -4.2062 -2.3423 -0.7246  0.4062
H -1.4940 -0.7063 -2.4597  0.4700
H 0.2020 0.9622 -2.9118  0.3412
H 0.6050 3.9984 -1.3264  0.4563
H 1.4698 2.7972 -2.2986  0.3948
H 2.9969 3.5772 -0.6205  0.3981
H 1.8031 3.3800 0.6870  0.4796
H 4.0878 -0.3430 1.9001  0.5037
H 4.4379 -0.8382 -0.4895  0.5407
H 2.2090 -1.8449 -1.5585  0.5749
H 3.4699 -3.7136 -0.2079  0.4731
H 3.1196 -3.2364 2.3857  0.4722
H 1.6347 -1.0797 2.6232  0.6648
H 0.7973 -0.3540 0.1815  -1.1631
H 0.4816 -2.0798 0.4514  0.1196
H -0.5450 2.7211 0.9094  0.4575
H -3.7299 0.9828 3.0052  0.4182
H -3.7131 -0.3329 1.8056  0.1720
H -5.6161 1.2424 1.4162  0.3882
H -4.4690 2.5774 1.2221  0.3138
H -4.4940 1.2544 0.0507  0.2322

---

The following is a DFT calculation (ωB97M-V with the def2-TZVPD basis set) of a molecular structure, C19H23F5NPSV in a non-equilibrium geometry.

Calculated values
**⟨S²⟩**: 1.045
**HOMO level (alpha / beta)**: -14.9581 / -15.0450 eV
**Largest force on an atom**: 3.98 eV Å⁻¹
**LUMO energy (alpha / beta)**: -9.17 / -8.43 eV
**E_tot**: -80945.0922 eV
**HOMO-LUMO gap (alpha / beta)**: 5.79 / 6.62 eV
**Net charge**: +2
**Spin multiplicity**: 2

Last column: Mulliken charge in e.
Geometry (Å):
C 2.3695 -3.5803 1.1004  -0.9249
C 2.9863 -2.6411 0.2884  -0.8237
C 2.2796 -1.5183 -0.1760  0.9072
C 0.9340 -1.3775 0.1833  0.9551
C 0.3341 -2.2838 1.0547  0.9295
C 1.0644 -3.3807 1.5415  -0.8905
C 3.0261 -0.5455 -1.0254  -1.1343
C 2.1775 0.2781 -1.9845  -0.9217
N 0.8546 -0.3327 -2.4067  0.0756
V -0.1485 0.2028 -0.7997  -0.8815
C -1.0961 -2.0887 1.4597  -1.4700
P -1.9003 -0.9338 0.2289  1.2820
H 4.0222 -2.7912 -0.0344  0.4679
H 0.5697 -4.0746 2.2177  0.5203
H 2.9142 -4.4680 1.4345  0.4401
H -1.1849 -1.6506 2.4711  0.5347
H -1.6454 -3.0417 1.4770  0.6294
H 3.5772 0.1608 -0.3845  0.3957
H 3.7994 -1.0612 -1.6211  0.5183
H 1.9472 1.2754 -1.5532  0.3946
C -3.4001 -0.4760 1.1028  -1.0671
C -2.3875 -2.2081 -0.9793  -1.5665
H 2.7787 0.4672 -2.8922  0.6573
C 0.8579 -1.8019 -2.7579  -1.1519
C 0.4085 0.3954 -3.6367  -1.0420
H -1.7481 1.0334 -0.6029  -0.2205
H 1.2192 -1.9341 -3.7924  0.4194
H 1.4745 -2.4467 -2.1270  0.3286
H -0.1594 -2.2093 -2.7159  0.3940
H 0.6808 -0.2103 -4.5140  0.3328
H -0.6701 0.5502 -3.6499  0.3603
H 0.9403 1.3430 -3.7389  0.4303
H -3.2310 -2.7790 -0.5665  0.4457
H -2.6842 -1.7157 -1.9113  0.4150
H -1.5695 -2.9042 -1.2124  0.4561
H -3.9592 -1.3638 1.4178  0.4436
H -3.1386 0.1334 1.9746  0.3916
H -4.0038 0.1335 0.4254  0.4466
H -1.3415 1.3872 -1.3666  0.3641
F -1.6850 6.1984 3.6870  -0.2284
C -1.1216 5.1709 3.0206  0.4648
C -0.2874 4.2789 3.6906  0.3521
F 0.0169 4.4800 4.9912  -0.2424
C 0.2106 3.1613 3.0241  -0.0414
F 1.1182 2.3702 3.6457  -0.2408
C -0.1626 2.8810 1.6856  0.3634
S 0.3942 1.3843 0.9952  0.0639
C -0.8529 3.8842 0.9855  -0.0178
F -0.8942 3.8852 -0.3711  -0.2923
C -1.4165 4.9649 1.6694  0.2298
F -2.2676 5.7987 1.0477  -0.2523

---

The following is a DFT calculation (ωB97M-V with the def2-TZVPD basis set) of a gas-phase ion, C2H3N2O2S (charge -1) in a non-equilibrium geometry.

Calculated values
**HOMO level**: -3.4308 eV
**Largest force on an atom**: 4.17 eV Å⁻¹
**LUMO energy**: 3.78 eV
**Energy above the lowest of the compared OMol25 structures with the same formula, charge and spin**: 2.5661 eV
**E_tot**: -20031.0874 eV
**SMILES**: C=[N+]([O-])NC([O-])=S
**HOMO-LUMO gap**: 7.22 eV
**Net charge**: -1

Last column: Mulliken charge in e.
Geometry (Å):
C -0.5288 1.2349 -0.6160  -0.3498
N 0.4922 1.0268 0.1049  0.4876
O 1.0966 1.7470 0.9173  -0.6986
N 0.8805 -0.6044 0.0671  -0.4010
C -0.1034 -1.5339 0.2678  0.4803
O 0.1191 -2.4783 1.0169  -0.6029
S -1.5167 -1.4811 -0.7262  -0.6411
H -1.0745 0.4796 -1.1634  0.2390
H -1.0463 2.2394 -0.5330  0.2313
H 1.6814 -0.6300 0.6646  0.2551